The following is a DFT calculation (wB97M-V/def2-TZVPD) of a 2-piece molecular cluster, C3H6N2O3S3 overall in a non-equilibrium geometry.

```
17
Properties=species:S:1:pos:R:3:forces:R:3
S -1.067414 -1.880898 -1.749284 -0.828 0.018 0.153
N -0.838484 -0.503570 -0.796451 0.040 1.903 0.712
C 0.013828 0.526851 -1.260381 -0.418 0.357 -2.214
C 0.813081 0.997472 -0.297537 -1.770 -1.001 -1.409
N 0.572546 0.254183 0.863784 1.237 -0.704 1.881
S 0.852105 1.030460 2.395319 -0.573 -0.121 0.145
C -0.710554 -0.426225 0.669681 -0.774 0.456 -0.098
H 0.147909 -2.157003 -2.236976 0.494 0.054 0.410
H -0.087762 0.751245 -2.371157 0.588 -0.085 1.790
H 1.657286 1.592653 -0.353186 1.176 1.294 -0.137
H -0.441456 1.266238 2.830461 0.592 -0.076 -0.657
H -1.444675 0.257752 1.281832 0.391 -1.287 -1.695
H -0.781138 -1.446401 0.957997 0.285 -0.727 1.226
O 3.543747 -0.566682 0.806852 -0.312 -0.155 0.088
S 2.404940 -1.423302 0.871241 -0.646 1.025 -2.826
O 1.820653 -1.915828 -0.346968 0.847 0.017 0.593
O 1.961811 -1.949483 2.081250 -0.330 -0.970 2.038
```
Positions in Å, forces in eV/Å.

Properties
Highest occupied orbital energy (eV): -8.2
Calculated total energy (Ha): -1647.58835
Orbital gap (eV): 8.52
SMILES: SN1C=CN(S)C1.O=S(=O)=O
Relative energy (zero: lowest compared OMol25 entry of this formula, charge and spin) (kJ/mol): 164.8